Entry 1:
7 unconnected molecules or ions with the total composition C58H84N8O6. Source: the OMol25 dataset; level of theory: ωB97M-V/def2-TZVPD.

```
! RIJCOSX wB97M-V def2-TZVPD def2/J DEFGRID3
* xyz 6 1
O 0.456 0.982 -0.983
O 1.680 2.230 4.459
O 0.236 -0.773 0.317
O -3.462 -3.865 4.144
O 0.432 4.715 -0.296
O 1.978 3.389 6.251
N 2.985 -2.610 2.006
N -3.044 -2.509 4.006
N -3.892 0.686 -2.412
N 6.444 3.279 3.740
N -1.798 -5.913 -1.020
N 1.288 5.113 -1.404
N 2.104 -0.819 -3.113
N -3.324 -4.550 -5.538
C 5.734 2.575 4.680
C -2.926 -5.736 -1.693
C -3.095 -0.475 2.384
C -1.069 -4.836 -0.640
C 1.655 5.568 -3.867
C 0.606 5.359 -2.714
C 0.337 4.081 4.638
C 0.160 -0.906 -4.501
C -0.235 6.679 -2.584
C -4.491 -1.597 -1.954
C -3.410 -4.454 -1.943
C 0.309 0.445 0.155
C 2.473 -3.942 1.867
C -2.543 0.437 -2.275
C -1.197 -4.442 -4.624
C -0.075 -2.264 -4.113
C 2.724 4.751 -1.248
C 3.362 -0.069 -2.843
C -2.787 0.390 3.605
C -1.520 -3.538 -0.808
C -3.515 -3.210 -5.445
C -4.322 2.025 -2.806
C 3.468 6.084 -1.095
C 1.220 -0.192 -3.979
C 2.952 4.779 -3.851
C 7.171 4.492 4.153
C -3.888 -1.733 2.859
C -1.350 -2.414 5.783
C -0.123 4.061 -3.176
C -2.378 -2.428 -5.133
C -3.965 -2.665 1.641
C -4.823 -0.237 -2.266
C 4.176 -2.361 1.380
C 6.383 3.085 2.415
C 2.991 3.826 -0.134
C -2.713 -3.319 -1.512
C 1.971 -2.136 -2.811
C -2.550 -1.776 5.207
C -1.460 -7.180 -0.479
C 5.703 1.958 1.978
C 0.828 -2.842 -3.188
C 5.120 1.002 2.864
C 4.905 -1.215 1.591
C 0.102 1.350 1.343
C -3.123 -1.915 -1.814
C 1.425 3.173 5.155
C 3.057 -0.354 2.766
C 4.373 -0.227 2.385
C -4.487 -5.482 -5.926
C -2.270 -5.215 -5.016
C -5.273 -1.247 3.223
C -1.225 -3.021 -4.653
C -2.162 -0.867 -2.001
C -1.923 -0.382 4.673
C -3.704 -1.512 6.111
C 3.243 4.057 -2.512
C 5.072 1.401 4.228
C 2.362 -1.594 2.701
H -4.651 -3.507 1.736
H -2.213 -7.483 0.248
H -5.126 -4.886 -6.578
H 4.540 -3.025 0.610
H -0.576 -0.375 -5.086
H -1.051 -0.633 4.069
H 5.825 2.895 5.707
H 1.888 -4.214 2.745
H -1.063 6.668 -1.874
H -0.305 -4.904 -4.228
H -4.236 -2.402 6.447
H -2.275 1.327 3.388
H 5.836 -1.075 1.063
H -0.446 -7.279 -0.091
H -2.959 -2.994 1.377
H 3.820 5.395 -4.089
H -0.859 -2.767 -0.440
H 0.529 3.199 -3.035
H -5.475 -0.936 4.248
H 1.165 5.408 -4.828
H 1.946 6.618 -3.907
H 3.174 6.917 -1.734
H -0.558 -2.704 5.093
H -1.635 0.280 5.489
H 0.360 5.077 5.080
H -1.842 1.237 -2.462
H 3.291 -4.659 1.810
H 2.721 -2.408 -2.083
H 6.607 5.384 3.882
H -4.677 2.480 -1.881
H 8.141 4.568 3.663
H -1.099 -1.058 -1.988
H -3.316 -1.020 7.003
H 4.052 3.618 0.005
H -3.700 0.154 1.730
H 0.953 1.973 1.617
H 4.783 0.884 5.131
H -5.241 -2.366 -1.839
H 5.432 1.789 0.946
H -0.722 2.047 1.195
H -6.067 -1.991 3.162
H 4.288 3.819 -2.310
H -1.036 3.869 -2.613
H -5.859 -0.004 -2.467
H 3.009 0.889 -2.462
H -4.286 -6.363 -6.536
H -0.699 6.724 -3.569
H 2.391 2.925 -0.265
H 7.332 4.457 5.230
H 0.396 4.227 3.560
H -1.676 -3.371 6.190
H -5.039 1.925 -3.621
H -4.325 -4.271 -2.487
H 0.333 7.609 -2.566
H -3.447 2.624 -3.060
H -0.625 3.651 4.918
H 2.530 4.305 0.731
H 1.395 -1.854 3.105
H 2.855 3.963 -4.567
H -3.411 -6.648 -2.010
H 6.834 3.829 1.775
H 3.998 0.008 -3.725
H -0.164 0.891 2.295
H -2.141 -0.703 1.908
H -1.514 -7.924 -1.273
H 4.483 5.894 -1.443
H 3.930 -0.694 -2.154
H -4.464 -2.748 -5.675
H 2.634 0.476 3.311
H -2.480 -1.356 -5.222
H -0.238 -4.997 0.031
H 3.405 6.308 -0.030
H -0.893 -1.770 6.535
H -5.708 -0.562 2.494
H 2.726 3.103 -2.615
H 1.741 -3.744 1.084
H -4.499 -0.801 5.886
H -3.726 0.559 4.133
H -2.458 -6.278 -5.006
H -0.509 4.143 -4.193
H 1.328 0.878 -4.077
H -5.043 -5.591 -4.995
H -4.258 -2.015 0.817
H 0.561 -3.767 -2.700
*
```

The calculation puts the HOMO energy at -16.87 eV. Its molecular weight is 989.36 u. The calculation puts the HOMO-LUMO gap at 0.058 Ha.

Entry 2:
A molecular structure, CH4N2O2. Source: the OMol25 dataset; level of theory: ωB97M-V/def2-TZVPD.

```
! RIJCOSX wB97M-V def2-TZVPD def2/J DEFGRID3
* xyz -2 1
O 2.515 0.118 -0.360
O -2.257 0.591 -0.422
N -1.452 -0.274 0.394
N 1.339 0.589 0.253
C -0.142 -0.474 -0.080
H 1.097 1.440 -0.323
H 0.345 -1.468 0.260
H -1.426 0.105 1.472
H -0.019 -0.626 -1.194
*
```

The calculation puts the HOMO energy at 2.81 eV. Its molecular weight is 76.05 u. The calculation puts the HOMO-LUMO gap at 0.200 Ha.

Entry 3:
A molecular structure, C34H38BBrMnN4O2SSi. Source: the OMol25 dataset; level of theory: ωB97M-V/def2-TZVPD.

```
! RIJCOSX wB97M-V def2-TZVPD def2/J DEFGRID3
* xyz 0 4
Br 1.769 -0.712 1.725
Mn -1.115 0.344 -0.668
S -0.845 1.945 -2.321
Si 0.790 -1.443 -2.877
O 1.236 1.606 3.817
O -0.928 1.284 3.127
N -2.495 1.954 -0.359
N -0.077 -1.178 -1.394
N -2.572 3.920 -1.710
N -1.428 -1.483 0.358
C -1.776 0.491 5.327
C 1.860 1.940 0.593
C 0.495 1.126 4.868
C 1.959 -2.914 -2.763
C -3.961 1.563 1.538
C -3.483 2.416 0.413
C -2.087 2.715 -1.412
C 0.505 4.345 0.055
C -0.816 0.944 4.460
C 0.985 1.319 9.133
C -3.534 4.374 -0.918
C 1.650 4.052 -0.621
C -1.366 0.211 6.633
C 2.535 0.694 0.704
C -1.374 -4.232 0.188
C -2.040 -3.602 1.241
C -0.431 -1.723 -4.269
C 0.398 0.056 8.486
C -2.757 -1.509 2.401
C 0.724 2.311 1.378
C -0.756 -0.435 9.360
C -0.707 -2.087 -0.633
C 0.066 3.482 1.079
C 1.471 -1.041 8.445
C -0.049 0.377 7.059
C -0.712 -3.494 -0.758
C 2.364 2.855 -0.366
C 3.560 2.565 -1.065
C 0.906 0.852 6.148
C -4.039 3.660 0.155
C 1.853 0.053 -3.239
C 3.681 0.425 0.017
C 4.221 1.392 -0.855
C -2.057 -2.222 1.286
B 0.356 1.664 2.741
H -0.383 -0.646 10.363
H 1.553 0.933 -2.670
H 2.026 4.722 -1.384
H -0.054 5.243 -0.170
H 4.160 -0.539 0.123
H -0.185 -3.965 -1.573
H -3.823 -1.407 2.190
H 1.848 1.691 8.581
H -1.090 -2.568 -4.054
H -1.372 -5.314 0.123
H 1.309 1.101 10.153
H 1.809 0.310 -4.301
H 1.940 1.002 6.427
H -3.927 5.357 -1.159
H -2.804 0.352 5.019
H 2.895 -0.156 -2.991
H -1.054 -0.835 -4.401
H 0.240 2.116 9.172
H 2.476 -2.917 -1.799
H -2.110 -0.151 7.327
H -2.327 -0.522 2.537
H -1.543 0.316 9.449
H -3.163 1.445 2.269
H 5.136 1.172 -1.388
H -4.830 2.007 2.020
H 3.932 3.290 -1.778
H -0.799 3.769 1.669
H -2.534 -4.171 2.015
H -4.221 0.574 1.164
H 1.076 -1.950 7.988
H 1.802 -1.281 9.457
H 2.717 -2.819 -3.545
H -4.836 4.052 0.769
H 1.480 -3.884 -2.895
H 2.344 -0.728 7.871
H -2.656 -2.072 3.328
H 0.077 -1.924 -5.216
H -1.196 -1.355 8.970
*
```

The calculation puts the HOMO energy (alpha / beta) at -7.48 / -7.45 eV. The expectation value of S² is 3.778. Its molecular weight is 740.51 u. The calculation puts the HOMO-LUMO gap (alpha / beta) at 0.281 / 0.278 Ha.

Entry 4:
2 unconnected molecules or ions with the total composition C13H8BrF17O4S. Source: the OMol25 dataset; level of theory: ωB97M-V/def2-TZVPD.

```
! RIJCOSX wB97M-V def2-TZVPD def2/J DEFGRID3
* xyz 0 1
Br 2.338 5.170 -1.475
S -3.386 0.370 0.276
F -2.925 3.576 1.083
F 0.091 -2.010 -0.322
F -3.419 1.780 -1.916
F -0.034 -5.363 -1.849
F -0.122 -4.357 0.661
F 3.190 -1.109 1.099
F -2.241 -0.101 -0.760
F -4.913 2.344 -0.525
F -4.449 -0.298 -0.730
F 0.968 -6.232 0.556
F -3.246 4.254 -0.920
F -3.262 -1.033 1.006
F 1.222 -3.586 -1.772
F 1.306 -0.314 -0.904
F -4.515 0.765 1.319
F 2.968 -2.470 -0.574
F -2.222 0.921 1.214
O 0.668 1.377 1.756
O 2.078 -2.964 1.418
O 4.381 2.765 -0.166
O 2.684 1.477 0.514
C 1.099 3.212 0.255
C 1.067 -1.179 0.108
C -3.632 1.989 -0.611
C -1.264 3.094 -0.611
C 3.261 2.592 -0.031
C 1.393 1.915 0.981
C 2.181 3.631 -0.387
C 2.328 -1.957 0.499
C 2.210 -4.305 0.977
C -2.751 3.191 -0.194
C 1.025 -4.912 0.211
C 1.101 -4.850 -1.314
C -0.294 3.818 0.351
H 3.156 -4.468 0.460
H 2.291 -4.879 1.900
H -1.195 3.516 -1.626
H -0.978 2.031 -0.695
H 1.945 -5.442 -1.682
H -0.572 3.771 1.414
H -0.229 4.880 0.059
H 0.698 -0.605 0.948
*
```

The calculation puts the HOMO energy at -10.80 eV. Its molecular weight is 663.14 u. The calculation puts the HOMO-LUMO gap at 0.361 Ha.

Entry 5:
A molecular structure, C49H41Cl2IrN6P. Source: the OMol25 dataset; level of theory: ωB97M-V/def2-TZVPD.

```
! RIJCOSX wB97M-V def2-TZVPD def2/J DEFGRID3
* xyz 3 1
Ir 0.855 -0.222 -0.065
Cl 0.490 -1.510 3.467
Cl 2.486 -1.501 1.234
P -2.255 0.640 1.173
N -0.552 0.799 -1.088
N -2.402 -2.258 1.260
N -0.563 1.955 3.075
N -2.522 1.653 -1.456
N -0.647 -1.431 0.325
N 0.482 1.070 1.400
C 0.945 4.449 4.439
C 3.068 1.438 0.306
C 2.210 4.602 6.477
C 0.210 0.194 -4.533
C 0.502 -3.261 -0.729
C 1.218 -2.313 -1.476
C 1.805 1.292 -3.096
C 1.227 -0.101 -5.428
C -1.678 3.345 -4.488
C 2.121 -1.881 2.980
C -4.029 2.382 -5.624
C -1.751 -1.115 0.986
C 0.497 0.884 -3.357
C -2.167 3.909 -5.657
C -3.546 1.814 -4.456
C -0.711 1.216 1.966
C 2.533 0.291 -5.158
C 2.058 2.499 5.327
C -3.640 -6.507 0.345
C 5.057 2.688 1.696
C 1.266 3.096 4.347
C -3.342 3.430 -6.221
C -2.371 2.299 -3.883
C 2.275 -2.655 -2.303
C 5.318 2.199 0.426
C 1.426 1.740 2.135
C -1.735 1.087 -0.521
C -1.683 -3.327 0.750
C -1.838 1.704 -2.649
C -0.591 1.170 -2.408
C 2.616 -3.995 -2.425
C 3.805 2.539 2.277
C -0.572 -2.784 0.139
C 0.770 2.291 3.219
C 2.778 1.891 1.593
C -2.116 -4.727 0.887
C 2.528 3.253 6.390
C 0.854 -4.597 -0.877
C -1.795 -6.914 1.839
C 4.308 1.560 -0.285
C 1.420 5.200 5.504
C -3.244 -5.186 0.208
C -1.644 2.337 3.992
C -2.918 -7.369 1.159
C -3.882 2.163 -1.257
C -1.393 -5.594 1.705
C -3.677 -2.354 1.983
C 2.820 0.992 -3.995
C 1.902 -4.954 -1.720
H -3.800 -4.518 -0.440
H 3.425 -4.290 -3.079
H -4.001 3.063 -1.854
H -0.525 -5.232 2.243
H 3.139 2.790 7.153
H 2.296 -2.948 3.061
H -3.863 -3.400 2.205
H 2.578 5.190 7.307
H 1.177 6.251 5.573
H -4.071 0.978 -4.008
H -1.239 -7.586 2.478
H -4.028 2.402 -0.208
H -1.634 4.724 -6.125
H -2.301 3.060 3.514
H 2.787 -1.889 -2.872
H -0.806 -0.118 -4.743
H -2.204 1.453 4.285
H 3.627 2.932 3.268
H 6.297 2.319 -0.018
H 0.342 4.920 3.672
H -4.614 1.424 -1.575
H -3.609 -1.796 2.914
H -3.722 3.874 -7.131
H 2.830 -1.296 3.554
H -0.763 3.718 -4.044
H -1.197 2.786 4.873
H 2.161 -5.999 -1.825
H -4.511 -6.866 -0.186
H 2.300 1.445 5.257
H -4.938 2.003 -6.072
H 0.887 -1.246 -1.653
H 0.316 -5.359 -0.331
H 2.015 1.929 -2.245
H -3.231 -8.398 1.265
H 0.999 -0.634 -6.341
H 3.319 0.072 -5.867
H 5.838 3.196 2.246
H 2.314 0.973 -0.381
H -4.486 -1.966 1.368
H 3.828 1.340 -3.809
H 4.485 1.183 -1.283
*
```

The calculation puts the HOMO energy at -15.33 eV. Its molecular weight is 1008.01 u. The calculation puts the HOMO-LUMO gap at 0.246 Ha.

Entry 6:
4 unconnected molecules or ions with the total composition C27H20ClF3N3O14. Source: the OMol25 dataset; level of theory: ωB97M-V/def2-TZVPD.

```
! RIJCOSX wB97M-V def2-TZVPD def2/J DEFGRID3
* xyz 1 1
Cl -3.854 -2.593 3.140
F 0.811 -1.372 7.282
F -3.882 3.718 4.666
F -0.565 2.493 1.859
O 6.844 -2.226 -7.352
O -5.537 -2.224 -2.215
O 4.935 0.858 -1.135
O -4.521 -1.062 0.033
O 3.213 0.663 -4.800
O -3.168 1.038 -4.639
O 4.448 -3.403 -6.818
O 2.981 2.535 -2.023
O 5.577 1.868 -5.412
O 1.552 -2.378 -0.660
O -1.857 3.961 5.713
O 0.296 3.239 3.834
O -0.384 -0.730 -1.631
O -2.084 2.144 -2.397
N -2.930 -1.433 4.047
N -1.978 2.388 3.868
N -3.629 0.350 2.429
C 5.351 0.571 -5.764
C 1.907 -1.256 -0.984
C -1.389 -0.989 6.074
C -1.980 1.022 4.421
C -4.376 -0.628 -3.493
C 4.029 -0.015 -5.403
C -4.184 -0.573 -1.036
C -2.253 -1.944 5.225
C 6.018 -1.539 -6.779
C -0.611 -1.427 7.434
C -3.269 0.568 -1.122
C 3.300 -0.811 -0.877
C 2.636 1.405 -1.731
C -4.706 -1.147 -2.308
C 3.760 -1.401 -5.798
C -2.488 3.395 4.815
C -1.226 0.539 5.683
C 6.277 -0.145 -6.405
C -2.856 -0.031 3.627
C 1.246 0.950 -1.860
C 4.685 -2.116 -6.442
C -2.935 1.086 -2.306
C 0.903 -0.292 -1.514
C -3.479 0.529 -3.577
C -1.171 -0.420 8.588
C 3.645 0.431 -1.227
C -0.689 2.763 3.260
H -2.378 -3.048 5.520
H 4.924 1.786 -1.444
H -3.704 1.383 2.363
H 2.790 -1.809 -5.546
H -0.373 -1.655 -1.317
H 4.022 -1.527 -0.507
H -1.228 -0.911 9.616
H 0.526 1.660 -2.244
H -5.621 -2.406 -1.259
H -4.604 0.043 2.641
H -2.883 0.964 -0.193
H 5.267 -3.699 -7.263
H 4.761 2.162 -4.961
H -4.750 -1.034 -4.423
H -2.260 -0.187 8.271
H -2.004 2.331 -3.354
H -0.595 1.281 6.277
H -1.000 -2.495 7.658
H -0.550 0.537 8.547
H 7.242 0.268 -6.671
*
```

The calculation puts the HOMO energy at -11.08 eV. Its molecular weight is 702.91 u. The calculation puts the HOMO-LUMO gap at 0.207 Ha.